The following is a DFT calculation (wB97M-V/def2-TZVPD) of an isolated molecule of HN3O3 at a distorted geometry.

**Structure (SMILES)**: O=[N+]([O-])/N=N/O
**Relative energy (zero: lowest compared OMol25 entry of this formula, charge and spin)**: 3.245 eV
**Spin multiplicity**: 1
**HOMO-LUMO gap**: 11.1 eV
**DFT total energy**: -10622.6792 eV
**Maximum force**: 4.152 eV Å⁻¹

Each line ends with the Löwdin charge.
Geometry (Å):
1 N -0.614 0.429 -0.498  -0.07
2 N -0.097 -0.343 0.254  0.10
3 N 1.336 -0.054 0.276  -0.43
4 O 1.651 1.080 0.266  0.12
5 O -1.901 0.317 -0.610  -0.01
6 O 1.982 -1.076 0.189  0.09
7 H -2.356 -0.353 0.123  0.20

Force components x, y, z for each atom (eV/Å):
N 0.19 1.34 -1.27
N 0.09 -1.38 1.98
N -0.18 -2.05 -1.38
O 0.98 1.18 0.52
O -3.21 -1.84 1.88
O 0.11 0.86 0.51
H 2.01 1.90 -2.26